Record 1
Here is a single C4H7NO molecule in a non-equilibrium geometry from the OMol25 dataset. Energies are from the ωB97M-V functional and the def2-TZVPD basis.

E_LUMO: 1.1 eV
Relative energy (zero: lowest compared OMol25 entry of this formula, charge and spin): 5.015 eV
Structure (SMILES): ON=C1CCC1
E: -7794.62901 eV
HOMO energy: -8.98 eV

The geometry in ORCA input format:
```
! RIJCOSX wB97M-V def2-TZVPD def2/J DEFGRID3
* xyz 0 1
O 2.41 -0.71 -0.39
N 1.72 0.47 -0.17
C 0.50 0.21 0.04
C -0.29 -1.05 -0.07
C -1.58 -0.21 -0.07
C -0.58 1.20 0.30
H 3.31 -0.40 -0.55
H -0.02 -1.68 -0.92
H -0.18 -1.65 0.84
H -1.76 0.64 -0.71
H -2.27 -0.44 0.73
H -0.49 2.11 -0.34
H -0.78 1.51 1.31
*
```

---

Record 2
Here is 2 unconnected molecules or ions with the total composition C4H7NO from the OMol25 dataset. Energies are from the ωB97M-V functional and the def2-TZVPD basis.

E_LUMO: 1.1 eV
Relative energy (zero: lowest compared OMol25 entry of this formula, charge and spin): 3.786 eV
E: -7795.85838 eV
HOMO energy: -8.38 eV

The geometry in ORCA input format:
```
! RIJCOSX wB97M-V def2-TZVPD def2/J DEFGRID3
* xyz 0 1
C 0.60 -1.93 -0.49
C -0.60 -1.05 -0.34
C -0.96 1.84 0.91
N 0.22 1.71 0.46
C 1.32 1.38 0.02
O -1.12 -0.42 -1.24
H 0.34 -2.96 -0.24
H 0.98 -1.87 -1.51
H 1.37 -1.59 0.21
H -1.01 -0.97 0.69
H -1.79 1.46 0.31
H -1.12 2.30 1.88
H 1.79 2.11 -0.65
*
```

---

Record 3
Here is a single C4H7NO molecule from the OMol25 dataset. Energies are from the ωB97M-V functional and the def2-TZVPD basis.

E_LUMO: 1.0 eV
Relative energy (zero: lowest compared OMol25 entry of this formula, charge and spin): 0.972 eV
Structure (SMILES): C[C@H]1CN=CO1
E: -7798.67248 eV
HOMO energy: -9.59 eV

The geometry in ORCA input format:
```
! RIJCOSX wB97M-V def2-TZVPD def2/J DEFGRID3
* xyz 0 1
C 1.47 0.54 0.18
C 0.32 -0.09 -0.59
C -0.47 -1.14 0.22
N -1.68 -0.43 0.68
C -1.70 0.65 0.02
O -0.68 0.94 -0.83
H 1.72 1.51 -0.25
H 1.19 0.69 1.23
H 2.36 -0.10 0.15
H 0.64 -0.45 -1.57
H -0.79 -2.00 -0.39
H 0.10 -1.52 1.08
H -2.48 1.40 0.06
*
```

---

Record 4
Here is a single C4H7NO molecule in a non-equilibrium geometry from the OMol25 dataset. Energies are from the ωB97M-V functional and the def2-TZVPD basis.

E_LUMO: 0.8 eV
Relative energy (zero: lowest compared OMol25 entry of this formula, charge and spin): 3.390 eV
Structure (SMILES): [H]/N=C(/O)C(=C)C
E: -7796.25393 eV
HOMO energy: -9.96 eV

The geometry in ORCA input format:
```
! RIJCOSX wB97M-V def2-TZVPD def2/J DEFGRID3
* xyz 0 1
H -0.98 1.28 0.78
N -2.06 0.95 0.32
C -1.27 0.08 -0.12
O -1.62 -1.23 -0.27
C 0.33 0.22 -0.04
C 0.87 1.34 -0.53
C 1.12 -1.03 0.22
H -2.58 -1.27 -0.18
H 1.93 1.51 -0.45
H 0.28 2.24 -0.57
H 0.59 -1.93 -0.05
H 2.03 -1.06 -0.37
H 1.38 -1.10 1.28
*
```

---

Record 5
Here is 2 unconnected molecules or ions with the total composition C4H7NO in a non-equilibrium geometry from the OMol25 dataset. Energies are from the ωB97M-V functional and the def2-TZVPD basis.

E_LUMO: 1.1 eV
Relative energy (zero: lowest compared OMol25 entry of this formula, charge and spin): 3.325 eV
E: -7796.31982 eV
HOMO energy: -6.96 eV

The geometry in ORCA input format:
```
! RIJCOSX wB97M-V def2-TZVPD def2/J DEFGRID3
* xyz 0 1
C 0.18 -0.90 1.22
N 0.44 0.10 0.18
C 0.90 -0.40 -0.96
C -1.86 0.12 -1.32
O -2.02 0.78 -2.24
C 0.03 1.33 0.46
H 0.26 -0.42 2.20
H -0.82 -1.31 1.07
H 0.93 -1.69 1.15
H 1.09 0.26 -1.80
H 1.09 -1.46 -1.02
H -0.42 1.52 1.42
H 0.18 2.12 -0.27
*
```

---

Record 6
Here is a single C4H7NO molecule from the OMol25 dataset. Energies are from the ωB97M-V functional and the def2-TZVPD basis.

E_LUMO: 1.0 eV
Relative energy (zero: lowest compared OMol25 entry of this formula, charge and spin): 1.015 eV
Structure (SMILES): C[C@H]1COC=N1
E: -7798.62918 eV
HOMO energy: -9.63 eV

The geometry in ORCA input format:
```
! RIJCOSX wB97M-V def2-TZVPD def2/J DEFGRID3
* xyz 0 1
C 0.41 0.92 -1.23
C -0.32 -0.23 -0.53
C 0.58 -1.00 0.46
O 0.16 -0.52 1.75
C -0.99 0.15 1.52
N -1.38 0.33 0.33
H -0.32 1.60 -1.68
H 1.08 0.55 -2.01
H 1.00 1.49 -0.51
H -0.77 -0.90 -1.27
H 1.65 -0.80 0.34
H 0.41 -2.09 0.44
H -1.50 0.51 2.41
*
```